{"formula": "C8H15N2O", "method": "wB97M-V/def2-TZVPD", "species": ["C", "C", "C", "C", "N", "C", "N", "C", "C", "C", "O", "H", "H", "H", "H", "H", "H", "H", "H", "H", "H", "H", "H", "H", "H", "H"], "xyz": [[1.052, -0.157, -1.612], [2.274, -0.368, -1.075], [2.682, -0.005, 0.259], [1.726, -0.056, 1.281], [0.482, -0.551, 1.154], [-0.535, -0.082, 0.524], [-1.476, -1.167, 0.048], [-0.934, -2.566, -0.060], [-1.300, 1.250, 0.498], [-0.386, 2.438, 0.700], [-2.150, 1.261, -0.733], [0.501, 0.770, -1.477], [0.876, -0.563, -2.590], [2.976, -0.898, -1.618], [3.785, -0.113, 0.550], [2.052, -0.056, 2.364], [-2.249, -1.179, 0.738], [-1.872, -0.847, -0.905], [-1.732, -3.327, -0.123], [-0.337, -2.509, -0.962], [-0.277, -2.604, 0.823], [-2.066, 1.164, 1.155], [0.452, 2.335, 0.036], [-0.161, 2.422, 1.780], [-0.973, 3.306, 0.406], [-2.411, 2.102, -1.163]], "atomic_forces_ev_per_a": [[0.77, 1.02, -1.08], [-1.30, 1.09, 1.36], [-0.55, -0.41, 1.51], [3.20, 0.30, 1.27], [-3.16, 1.24, -1.88], [1.17, -1.64, 0.82], [-2.04, -0.01, -0.76], [0.66, 0.86, 0.35], [1.62, 0.49, -4.02], [-1.37, -0.59, 0.34], [0.90, -0.56, -0.16], [-0.21, -0.35, 0.63], [-0.13, -0.32, -0.39], [1.20, -1.39, -1.04], [-1.88, 0.66, -0.35], [-0.04, -0.02, -1.42], [0.05, 0.07, -0.70], [0.50, -0.19, 1.92], [0.36, 0.65, 0.19], [0.24, -0.55, -0.01], [-0.29, -0.81, -0.49], [-1.78, -0.20, 3.07], [0.67, 0.19, 0.08], [0.41, 0.50, -0.61], [0.26, 0.28, 0.39], [0.74, -0.33, 0.94]], "homo_ha": -0.4404, "smiles": "C=C/C=C\\N=C(\\[NH2+]C)[C@@H](C)O", "orbital_gap_ha": 0.3066, "total_charge": 1}



{"formula": "C19H45BCl2F4N2O9", "method": "wB97M-V/def2-TZVPD", "species": ["C", "C", "N", "C", "C", "N", "C", "C", "H", "H", "H", "H", "H", "H", "H", "H", "H", "H", "H", "B", "F", "F", "F", "F", "C", "C", "C", "O", "C", "H", "H", "H", "H", "H", "H", "H", "H", "C", "C", "O", "O", "H", "H", "H", "H", "H", "H", "C", "C", "O", "O", "H", "H", "H", "H", "H", "H", "C", "C", "O", "O", "H", "H", "H", "H", "H", "H", "C", "C", "O", "O", "H", "H", "H", "H", "H", "H", "C", "Cl", "Cl", "H", "H"], "xyz": [[3.178, 10.191, 11.037], [4.504, 9.462, 10.876], [5.608, 10.401, 11.030], [6.127, 10.708, 12.278], [7.083, 11.655, 12.134], [7.119, 11.969, 10.783], [6.203, 11.232, 10.168], [7.968, 12.999, 10.161], [2.910, 10.659, 10.086], [3.076, 10.935, 11.823], [2.425, 9.413, 11.188], [4.586, 8.949, 9.920], [4.590, 8.707, 11.656], [5.711, 10.277, 13.172], [7.623, 12.281, 12.822], [5.919, 11.258, 9.128], [7.764, 13.980, 10.575], [7.721, 12.985, 9.099], [9.023, 12.734, 10.143], [5.681, 12.802, 7.121], [6.939, 12.202, 7.289], [5.272, 13.583, 8.206], [5.700, 13.580, 5.976], [4.674, 11.788, 6.988], [9.973, 16.527, 3.133], [9.365, 15.122, 3.120], [8.874, 15.028, 4.583], [8.370, 16.337, 4.836], [8.985, 17.331, 3.988], [10.180, 16.993, 2.170], [10.906, 16.568, 3.701], [10.145, 14.409, 2.853], [8.559, 15.065, 2.391], [9.631, 14.610, 5.247], [8.055, 14.308, 4.534], [9.505, 18.145, 4.488], [8.204, 17.729, 3.338], [3.645, 15.180, 10.522], [3.060, 13.812, 10.762], [1.638, 13.936, 10.871], [3.792, 15.853, 11.762], [3.086, 15.733, 9.764], [4.626, 15.039, 10.060], [3.334, 13.352, 11.723], [3.253, 13.022, 10.024], [1.220, 13.090, 11.040], [3.019, 16.410, 11.889], [1.995, 16.557, 5.938], [3.299, 15.835, 6.288], [3.801, 15.333, 5.064], [1.427, 17.194, 7.071], [1.271, 15.794, 5.615], [2.067, 17.200, 5.055], [3.098, 15.073, 7.048], [3.966, 16.582, 6.736], [4.629, 14.895, 5.317], [0.487, 17.319, 6.937], [7.093, 16.360, 7.817], [7.174, 16.814, 9.249], [8.519, 17.100, 9.638], [7.085, 17.450, 6.892], [6.156, 15.816, 7.648], [7.836, 15.632, 7.474], [6.831, 16.027, 9.919], [6.548, 17.709, 9.285], [8.709, 18.019, 9.432], [7.528, 17.089, 6.088], [6.964, 10.098, 4.378], [5.553, 9.532, 4.372], [5.040, 9.447, 5.699], [6.909, 11.533, 4.446], [7.496, 9.879, 3.449], [7.602, 9.645, 5.140], [5.466, 8.587, 3.838], [4.913, 10.245, 3.843], [4.892, 10.332, 6.072], [6.463, 11.733, 5.284], [2.052, 12.322, 5.530], [0.810, 12.787, 4.330], [1.408, 12.336, 7.184], [2.476, 11.350, 5.301], [2.881, 13.024, 5.538]], "atomic_forces_ev_per_a": [[-0.81, -0.71, -1.10], [-0.42, 0.44, 0.24], [1.26, 1.00, 1.08], [0.03, -0.12, 0.43], [-0.44, 0.43, -0.60], [-0.09, -0.03, 0.37], [-0.49, -0.76, -0.79], [-0.26, -0.39, -1.23], [0.04, 0.19, 0.08], [0.49, -0.15, 0.21], [-0.11, 0.16, 0.12], [-0.05, 0.16, -0.07], [0.36, 0.07, 0.00], [0.16, -0.13, -0.03], [0.13, -0.36, 0.20], [0.36, 0.15, -0.14], [0.09, -0.05, 0.18], [-0.27, 0.30, 0.15], [-0.02, -0.09, 0.75], [-0.95, 0.42, 0.16], [-0.23, -0.06, 0.37], [0.55, -0.18, 0.38], [0.18, 0.07, -0.32], [0.43, -0.05, 0.02], [0.13, 0.60, 0.53], [1.25, 0.70, 0.36], [-0.74, -0.87, -2.31], [0.54, 0.34, 0.67], [-0.05, -0.92, -1.37], [-0.22, -0.11, -0.09], [0.18, -0.49, -0.21], [-0.23, -0.28, 0.11], [-0.18, -0.09, 0.17], [0.17, 0.69, 0.33], [-0.27, 0.23, 0.69], [-0.31, -0.12, 0.61], [-0.17, 0.22, 0.23], [0.73, -0.87, -0.17], [-1.41, -1.45, 0.43], [-0.53, 0.72, -0.23], [-0.04, 0.43, -0.24], [-0.36, 0.01, 0.25], [0.15, 0.10, 0.31], [0.91, 0.59, 0.00], [0.45, 0.65, -0.50], [0.14, -0.11, -0.02], [0.00, -0.04, 0.07], [-1.18, -1.28, -0.36], [-0.78, 1.43, -0.13], [0.33, -0.27, 0.64], [0.67, 0.38, 0.39], [0.23, -0.21, -0.07], [0.58, 0.35, 0.31], [0.01, -0.21, -0.14], [0.23, -0.10, -0.04], [-0.14, -0.03, -0.46], [-0.05, -0.05, -0.13], [-1.06, -0.51, -1.44], [0.73, 0.07, -0.81], [-0.01, 0.14, 0.30], [0.59, -0.07, 0.26], [-0.21, 0.01, 0.47], [0.48, 0.07, 0.64], [-0.26, 0.13, 0.03], [-0.13, -0.11, 0.48], [0.01, -0.04, -0.13], [-0.37, 0.35, 0.50], [0.16, 0.45, -1.05], [-0.20, 0.92, 0.40], [-0.03, -0.70, 0.09], [0.04, -0.83, 0.59], [-0.27, 0.02, -0.22], [-0.28, 0.13, 0.46], [0.08, -0.29, 0.48], [0.22, -0.01, -0.40], [0.08, -0.24, -0.29], [0.44, 0.22, -0.52], [0.37, 0.27, 0.04], [0.53, -0.20, 0.39], [-0.11, -0.14, -0.03], [-0.46, -0.18, -0.01], [-0.30, 0.32, -0.34]], "homo_ha": -0.3322, "orbital_gap_ha": 0.3307, "total_charge": 0}



{"formula": "C24H27AsClIO2PSm", "method": "wB97M-V/def2-TZVPD", "species": ["C", "C", "H", "H", "H", "O", "I", "Sm", "P", "C", "C", "H", "H", "H", "C", "H", "H", "H", "H", "H", "H", "C", "O", "Cl", "C", "C", "C", "C", "C", "C", "As", "C", "C", "C", "C", "C", "C", "C", "C", "C", "C", "C", "C", "H", "H", "H", "H", "H", "H", "H", "H", "H", "H", "H", "H", "H", "H", "H"], "xyz": [[0.007, -1.544, -2.168], [1.400, -1.084, -2.657], [-0.044, -2.632, -2.323], [-0.859, -1.136, -2.794], [-0.042, -1.355, -1.058], [1.853, -1.321, -3.781], [1.573, 1.628, -1.359], [-2.262, -0.071, -1.026], [-0.263, 1.072, -4.184], [1.411, 1.391, -4.896], [-0.631, -0.283, -5.378], [-2.135, 2.495, -4.772], [-0.872, 2.464, -6.062], [-0.616, 3.429, -4.568], [-1.061, 2.514, -4.981], [-1.672, -0.607, -5.255], [-0.455, 0.086, -6.398], [1.294, 1.682, -5.949], [2.013, 0.474, -4.849], [0.051, -1.119, -5.162], [1.918, 2.187, -4.340], [2.359, -0.402, -1.664], [3.370, -0.806, -1.160], [-4.010, 1.059, -2.393], [-0.573, 3.677, 4.501], [0.352, 3.806, 3.454], [0.488, 2.785, 2.501], [-0.309, 1.634, 2.606], [-1.242, 1.498, 3.639], [-1.373, 2.527, 4.584], [-0.062, 0.238, 1.220], [1.568, -0.676, 1.947], [2.080, -1.754, 1.215], [3.285, -2.356, 1.606], [3.967, -1.902, 2.742], [3.421, -0.853, 3.490], [2.226, -0.245, 3.107], [-1.503, -1.078, 1.735], [-1.197, -2.346, 2.217], [-2.215, -3.303, 2.313], [-3.527, -2.980, 1.951], [-3.848, -1.718, 1.453], [-2.847, -0.725, 1.372], [-0.663, 4.467, 5.249], [0.977, 4.696, 3.375], [1.218, 2.876, 1.689], [-1.840, 0.593, 3.722], [-2.094, 2.428, 5.392], [1.530, -2.164, 0.361], [3.682, -3.182, 1.012], [4.914, -2.372, 3.034], [3.940, -0.512, 4.384], [1.795, 0.556, 3.707], [-0.173, -2.576, 2.531], [-1.982, -4.301, 2.696], [-4.320, -3.733, 2.071], [-4.877, -1.456, 1.165], [-3.126, 0.334, 1.139]], "atomic_forces_ev_per_a": [[-0.23, -0.24, 0.08], [1.36, -1.30, -2.63], [0.15, 0.19, 0.16], [1.35, -0.21, 0.47], [-0.10, -0.12, -0.78], [-1.48, 0.41, 3.25], [0.90, 0.24, 0.28], [0.65, 0.66, -1.28], [-0.18, 0.09, -1.51], [0.46, -0.06, 0.55], [-0.36, -0.03, 0.30], [0.13, 0.21, -0.17], [-0.14, 0.12, 0.29], [-0.21, -0.15, -0.15], [-0.32, -0.10, 0.29], [0.14, -0.05, -0.29], [-0.16, -0.26, 0.25], [-0.03, -0.03, 0.33], [-0.09, 0.54, -0.11], [-0.33, 0.22, -0.26], [0.01, -0.09, -0.30], [1.70, -0.43, 1.01], [-2.51, 0.97, -1.52], [0.65, -0.45, 0.67], [0.06, -0.35, -0.37], [-0.08, -0.35, -0.03], [-0.22, 0.06, 0.17], [-0.07, 0.18, -0.44], [0.20, 0.37, 0.07], [0.31, 0.03, -0.28], [-0.47, -0.59, 2.43], [-0.18, -0.18, -0.66], [0.28, -0.12, 0.41], [-0.27, -0.01, 0.03], [-0.27, 0.05, -0.31], [0.08, -0.23, -0.04], [-0.30, 0.19, -0.26], [0.05, 1.29, -0.36], [-0.28, -0.22, -0.19], [-0.08, 0.16, 0.20], [-0.19, -0.46, -0.14], [-0.35, 0.74, 0.02], [0.57, -1.12, 0.29], [-0.02, -0.27, -0.27], [-0.19, -0.25, 0.06], [-0.25, 0.06, 0.35], [0.05, 0.20, 0.08], [0.14, -0.02, -0.14], [0.29, 0.17, 0.20], [-0.10, 0.27, 0.25], [-0.48, 0.28, -0.11], [-0.20, -0.03, -0.18], [0.23, -0.12, -0.14], [-0.42, 0.05, -0.20], [-0.15, 0.37, -0.11], [0.42, 0.42, -0.17], [0.46, -0.28, 0.31], [0.03, -0.44, 0.62]], "homo_ha": [-0.5179, -0.5200], "orbital_gap_ha": [0.1654, 0.2422], "total_charge": 2, "spin_multiplicity": 6, "s_squared": 8.80}



Molecular weight for every record listed, in sequence, given in g mol⁻¹: 155.22; 603.28; 766.09.
Calculated total energy for every record listed, in sequence, given in eV: -13556.7965; -78435.2711; -138058.5092.